Entry 1:
The following is a quantum chemistry calculation of C10H18AsBiF6NO8PS6 as an isolated structure, from the OMol25 dataset.

The geometry in XYZ format:
```
52
Properties=species:S:1:pos:R:3:nbo_charge:R:1
Bi -0.436 0.705 1.210 1.46
As -2.464 3.116 2.393 0.99
S -2.644 -2.889 1.027 2.25
S -1.797 -2.190 3.508 2.25
S -2.529 4.900 1.306 -0.71
S -2.823 1.322 1.032 -0.61
S -0.292 2.576 2.846 -0.67
S -3.614 2.953 4.130 -0.71
P 1.053 1.428 -1.682 2.58
F -3.389 -3.264 5.302 -0.32
F -3.676 -1.140 5.008 -0.29
F -2.806 -5.259 -0.097 -0.33
F -1.050 -5.015 1.126 -0.31
F -2.976 -5.311 2.055 -0.32
F -1.925 -1.861 6.056 -0.32
O -3.795 -2.744 0.185 -0.92
O 0.978 2.113 -2.988 -1.15
O -1.240 -0.871 3.360 -0.95
O 0.120 1.950 -0.585 -1.19
O -0.873 -3.283 3.696 -0.94
O 0.819 -0.155 -1.749 -0.85
O 2.539 1.364 -1.076 -0.84
O -1.392 -2.307 0.594 -0.97
N -2.998 -2.522 2.517 -1.21
C 3.306 2.513 -0.657 0.27
C -1.463 -0.282 -2.555 -0.64
C 3.229 3.648 -1.671 -0.64
C -2.774 -2.102 5.053 0.72
C 4.730 1.989 -0.564 -0.61
C 0.481 -0.696 -4.100 -0.64
C -0.009 -2.287 -2.231 -0.62
C -0.054 -0.839 -2.683 0.28
C -2.341 -4.725 1.040 0.71
C 2.804 2.967 0.706 -0.64
H 4.776 1.156 0.140 0.21
H -0.170 -1.253 -4.778 0.19
H 1.771 3.316 0.660 0.26
H 5.401 2.779 -0.221 0.19
H -2.114 -0.761 -3.290 0.20
H 3.901 4.449 -1.352 0.19
H 1.488 -1.114 -4.160 0.20
H 2.849 2.143 1.425 0.21
H 3.522 3.301 -2.663 0.22
H 5.067 1.635 -1.540 0.21
H 2.218 4.048 -1.748 0.24
H 3.431 3.781 1.078 0.20
H 0.518 0.349 -4.407 0.25
H -1.867 -0.480 -1.560 0.23
H 0.979 -2.713 -2.417 0.19
H -1.481 0.796 -2.729 0.24
H -0.236 -2.365 -1.167 0.26
H -0.753 -2.867 -2.783 0.20
```

The value obtained for the HOMO energy is -2.338 eV. The total charge is -2. The frontier orbital gap is 6.7 eV. As for the energy above the lowest of the compared OMol25 structures with the same formula, charge and spin: 4.5 kcal per mole.

=====

Entry 2:
The following is a quantum chemistry calculation of C10H18CaF12O18S4 as an isolated structure in a non-equilibrium geometry, from the OMol25 dataset.

The geometry in XYZ format:
```
63
Properties=species:S:1:pos:R:3:mulliken_spin:R:1
Ca -0.297 0.681 0.045 0.01
S -1.104 -2.565 2.143 -0.02
S -0.184 0.619 3.682 -0.09
S -3.825 0.883 1.217 0.00
S 2.703 -1.233 1.026 0.00
F 0.171 1.442 6.184 0.00
F -4.311 -1.589 0.046 0.00
F -4.999 0.095 -1.218 0.00
F -2.855 -4.078 0.785 0.00
F 2.177 -3.699 0.009 0.00
F -0.716 2.966 4.972 0.00
F 1.443 2.500 4.652 0.00
F -5.983 -0.433 0.846 0.00
F 4.290 -3.276 -0.214 0.00
F -0.785 -4.058 -0.072 0.00
F 2.775 -2.291 -1.526 0.00
F -1.267 -5.097 1.785 0.00
O -2.303 -2.245 2.941 0.09
O 1.605 2.763 0.701 0.00
O 2.441 -1.777 2.436 0.02
O 0.812 -0.485 3.838 0.38
O -2.522 0.893 0.629 0.00
O -4.589 2.140 1.229 0.00
O 3.931 -0.432 0.973 0.00
O 0.094 -2.969 2.886 0.07
O -0.175 1.177 2.327 0.11
O -1.520 0.069 3.930 0.38
O -0.839 3.080 -0.558 0.00
O -1.015 -0.454 -2.033 0.00
O 3.047 2.029 -4.048 0.00
O 1.329 1.248 -1.655 0.00
O -3.900 0.186 2.519 0.01
O -1.016 -2.533 -4.321 0.00
O -0.813 -1.455 1.199 0.05
O 1.516 -0.561 0.484 0.00
C 2.760 1.296 -1.715 0.00
C -0.846 -2.881 -2.982 0.00
C -1.576 -4.070 0.987 0.00
C -4.848 -0.368 0.066 0.00
C -1.555 -1.793 -2.029 0.00
C 3.088 -2.732 -0.261 0.00
C 0.157 3.990 -0.872 0.00
C 1.168 3.988 0.261 0.00
C 3.248 1.004 -3.135 0.00
C 0.235 2.037 4.955 -0.01
H 3.082 0.006 -3.541 0.00
H -1.026 -3.934 -2.768 0.00
H -2.637 -1.814 -2.163 0.00
H 0.681 4.409 1.141 0.00
H -1.395 -2.223 -1.040 0.00
H 2.054 4.537 -0.057 0.00
H -1.428 3.499 0.075 0.00
H -1.915 -2.736 -4.588 0.00
H 4.315 0.914 -2.929 0.00
H -0.524 -0.283 -2.840 0.00
H 2.832 2.375 -1.577 0.00
H 3.281 0.760 -0.921 0.00
H 0.214 -2.773 -2.752 0.00
H -0.387 4.927 -0.991 0.00
H 3.413 1.957 -4.933 0.00
H 1.070 1.625 -2.499 0.00
H 2.490 2.899 1.048 0.00
H 0.734 3.838 -1.784 0.00
```

The value obtained for the HOMO energy (alpha / beta) is -6.295 / -5.739 eV. Its spin multiplicity is 2. The total charge is -1. The frontier orbital gap (alpha / beta) is 7.9 / 4.3 eV.

=====

Entry 3:
The following is a quantum chemistry calculation of a 4-piece molecular cluster, C10H18Cl6IO2 overall in a non-equilibrium geometry, from the OMol25 dataset.

The geometry in XYZ format:
```
37
Properties=species:S:1:pos:R:3:nbo_charge:R:1
I -3.001 -3.629 0.193 0.02
Cl 1.402 3.337 2.585 -0.11
Cl 1.543 7.218 -0.732 -0.06
Cl -2.258 -3.392 -7.133 -0.09
Cl 0.212 8.286 2.225 -0.07
Cl 1.116 0.010 3.310 -0.09
Cl -3.392 -4.905 -4.283 -0.08
O -0.475 -3.057 -1.337 -0.76
O 0.717 -1.480 -0.336 -0.81
C 1.485 7.057 2.001 -0.39
C -1.313 -2.377 0.839 -0.37
C 0.998 0.769 1.699 -0.42
C -0.308 -4.557 1.933 -0.64
C -0.276 -2.311 -0.357 0.73
C 1.917 1.958 1.566 -0.37
C -1.949 -3.867 -4.449 -0.40
C -0.750 -3.042 2.142 -0.44
C -2.151 -2.767 -5.462 -0.38
C 2.386 7.377 0.830 -0.39
H -0.042 1.044 1.530 0.22
H 3.223 6.679 0.810 0.22
H -1.092 -5.213 2.391 0.20
H 2.069 7.036 2.921 0.22
H 1.916 2.311 0.535 0.22
H 2.785 8.388 0.897 0.22
H 0.659 -4.789 2.442 0.20
H -1.607 -3.073 2.874 0.20
H -1.756 -3.434 -3.464 0.28
H 0.049 -2.436 2.646 0.23
H 1.002 6.089 1.882 0.24
H -0.216 -4.830 0.854 0.24
H -3.056 -2.196 -5.258 0.22
H -1.105 -4.504 -4.711 0.22
H 1.272 0.004 0.963 0.31
H 2.941 1.705 1.838 0.22
H -1.643 -1.325 1.051 0.22
H -1.303 -2.083 -5.435 0.23
```

The value obtained for the HOMO energy is -4.869 eV. The total charge is -1. The frontier orbital gap is 7.1 eV.